*w*
13
Properties=species:S:1:pos:R:3:lowdin_charge:R:1 method="wB97M-V/def2-TZVPD" homo_ev=-7.9975
C 2.409 0.014 -0.136 -0.115
N 1.148 -0.724 -0.056 0.089
C 0.163 0.011 0.640 -0.331
N -1.118 -0.350 0.842 0.101
H 2.895 0.110 0.843 0.094
H 2.962 -0.476 -0.924 0.079
H 2.312 1.070 -0.442 0.097
H 0.213 0.316 -0.486 0.221
H 0.634 0.556 1.467 0.150
H -1.665 0.294 1.407 0.116
H -1.682 -0.298 -0.089 0.026
H -2.239 0.738 -1.972 -0.089
O -2.365 0.665 -1.015 -0.436

***

*x*
13
Properties=species:S:1:pos:R:3:lowdin_charge:R:1 method="wB97M-V/def2-TZVPD" homo_ev=-9.3878
C -0.308 0.377 1.402 -0.148
N 0.516 0.342 0.240 -0.064
C 0.849 -0.717 -0.377 -0.278
N 0.449 -2.013 -0.061 0.089
H 0.148 0.943 2.219 0.076
H -0.479 -0.611 1.864 0.059
H -1.284 0.813 1.176 0.085
H 1.151 -0.512 -1.401 0.116
H -0.237 -2.028 0.662 0.055
H 1.104 -2.753 -0.127 0.074
O -0.852 1.765 -2.047 -0.088
H -0.282 1.699 -1.260 -0.005
H -0.775 2.696 -2.289 0.030

***

Least stable structure: *w*